Record 1
A molecular structure, C6Cl5PdSe2Te2. Source: the Open Molecules 2025 dataset; level of theory: ωB97M-V/def2-TZVPD.

The total charge is +1. The HOMO-LUMO gap comes out at 0.1840 hartree. As for the total energy: -7996.13288 Ha.

Geometry as XYZ:
```
16
C6Cl5PdSe2Te2 (ωB97M-V/def2-TZVPD)
Pd -0.222 -0.073 0.000
Cl 2.259 0.208 0.000
C 1.615 1.846 0.000
C 0.243 1.876 0.000
C -0.370 3.118 0.000
Cl -2.083 3.280 0.000
C 0.415 4.281 0.000
Cl -0.341 5.816 0.000
C 1.811 4.202 0.000
Cl 2.761 5.622 0.000
C 2.436 2.955 0.000
Cl 4.134 2.778 0.000
Se -2.623 0.259 0.000
Te -3.823 -1.849 0.000
Te -2.033 -3.754 0.000
Se 0.035 -2.563 0.000
```

Record 2
A molecular structure, C6F18MgNO16S6. Source: the Open Molecules 2025 dataset; level of theory: ωB97M-V/def2-TZVPD.

The value obtained for the energy relative to the best compared isomer or geometry (same formula, charge and spin) is 1095.61 kJ/mol. The total charge is -3. The HOMO-LUMO gap comes out at 0.0833 hartree. As for the total energy: -5873.89954 Ha.

Geometry as XYZ:
```
48
C6F18MgNO16S6 (ωB97M-V/def2-TZVPD)
Mg -0.707 0.407 -0.316
C -6.406 -0.603 4.665
F -6.715 -1.228 5.826
F -7.047 -1.262 3.728
F -6.846 0.662 4.762
S -4.473 -0.578 4.356
O -3.919 -1.900 4.766
O -4.211 -0.130 2.959
O -3.989 0.388 5.292
C -0.819 -6.647 -0.867
F 0.474 -6.445 -0.920
F -1.075 -7.874 -1.265
F -1.227 -6.465 0.413
S -1.723 -5.420 -2.082
O -3.112 -5.824 -2.005
O -1.469 -4.039 -1.619
O -1.042 -5.684 -3.378
C 4.055 -3.268 4.328
F 4.670 -3.806 3.287
F 3.136 -4.088 4.830
F 5.046 -3.096 5.244
S 3.355 -1.520 3.943
O 4.522 -0.605 3.807
O 2.560 -1.634 2.680
O 2.583 -1.040 5.100
C 3.080 6.127 2.026
F 2.992 7.269 1.350
F 3.755 5.231 1.228
F 3.779 6.300 3.157
S 1.275 5.508 2.602
O 1.443 5.053 4.048
O 0.397 6.681 2.549
O 0.910 4.389 1.731
C -1.660 1.069 -6.103
F -0.635 0.535 -6.759
F -2.406 1.537 -7.028
F -2.402 0.134 -5.495
S -1.074 2.364 -4.768
O -0.907 3.673 -5.349
O -2.008 2.082 -3.731
N 0.366 1.662 -4.023
S 1.526 2.374 -4.893
O 1.342 2.251 -6.348
O 1.852 3.725 -4.439
C 2.993 1.160 -4.388
F 3.041 0.960 -3.047
F 2.585 0.001 -4.970
F 4.135 1.617 -4.879
```

Record 3
A molecular structure, C6H10. Source: the Open Molecules 2025 dataset; level of theory: ωB97M-V/def2-TZVPD.

The value obtained for the energy relative to the best compared isomer or geometry (same formula, charge and spin) is 407.38 kJ/mol. The HOMO-LUMO gap comes out at 0.3099 hartree. As for the total energy: -234.44735 Ha.

Geometry as XYZ:
```
16
C6H10 (ωB97M-V/def2-TZVPD)
C 1.927 -0.235 0.611
C 0.665 -0.969 0.120
C -1.263 -0.787 -0.282
C -1.638 0.461 0.459
C -0.509 1.110 -0.378
C -0.059 -0.289 -0.955
H 1.781 0.673 1.203
H 2.475 0.092 -0.295
H 2.623 -0.881 1.159
H 0.607 -2.013 0.379
H -2.002 -1.416 -0.801
H -2.646 0.862 0.283
H -1.504 0.365 1.541
H 0.256 1.682 0.145
H -0.949 1.696 -1.185
H 0.236 -0.351 -2.004
```

Record 4
2 unconnected molecules or ions with the total composition C6H10. Source: the Open Molecules 2025 dataset; level of theory: ωB97M-V/def2-TZVPD.

The value obtained for the energy relative to the best compared isomer or geometry (same formula, charge and spin) is 186.16 kJ/mol. As for the SMILES: C1=C[C@H]2C[C@H]2C1.[H][H]. The HOMO-LUMO gap comes out at 0.3725 hartree. As for the total energy: -234.53161 Ha.

Geometry as XYZ:
```
16
C6H10 (ωB97M-V/def2-TZVPD)
C 1.462 0.257 0.329
C 0.808 0.211 -1.019
C -0.373 -0.739 -1.209
C -1.418 -0.202 -0.255
C -1.004 0.899 0.375
C 0.390 1.265 -0.016
H 2.487 0.616 0.371
H 1.225 -0.520 1.050
H -0.194 -1.581 2.527
H 1.406 0.482 -1.884
H -0.734 -0.734 -2.246
H -0.110 -1.779 -0.973
H -0.660 -1.245 2.055
H -2.373 -0.694 -0.096
H -1.579 1.454 1.111
H 0.669 2.310 -0.120
```

Record 5
2 unconnected molecules or ions with the total composition C6H10. Source: the Open Molecules 2025 dataset; level of theory: ωB97M-V/def2-TZVPD.

The value obtained for the energy relative to the best compared isomer or geometry (same formula, charge and spin) is 565.23 kJ/mol. The HOMO-LUMO gap (spin up / spin down) comes out at 0.3181 / 0.3130 hartree. As for the total energy: -234.38723 Ha.

Geometry as XYZ:
```
16
C6H10 (ωB97M-V/def2-TZVPD)
C -0.867 0.471 2.315
C 1.060 1.556 -0.464
C 0.520 0.359 -0.661
C -0.858 -0.111 -1.084
C -0.619 -1.340 -0.169
C 0.902 -1.046 -0.237
H -1.253 1.347 1.745
H 0.212 0.733 2.402
H 2.049 1.664 -0.023
H 0.538 2.467 -0.748
H -0.875 -0.402 -2.142
H -1.713 0.540 -0.881
H -0.971 -2.316 -0.513
H -1.006 -1.157 0.846
H 1.379 -1.598 -1.057
H 1.502 -1.167 0.671
```

Record 6
A single C6H10 molecule. Source: the Open Molecules 2025 dataset; level of theory: ωB97M-V/def2-TZVPD.

The value obtained for the energy relative to the best compared isomer or geometry (same formula, charge and spin) is 328.99 kJ/mol. As for the SMILES: C1CC2(C1)CC2. The HOMO-LUMO gap comes out at 0.3460 hartree. As for the total energy: -234.47720 Ha.

Geometry as XYZ:
```
16
C6H10 (ωB97M-V/def2-TZVPD)
C 0.472 -1.418 0.273
C 1.243 -0.715 1.285
C 0.513 0.133 0.263
C -0.716 0.956 0.628
C -0.988 1.143 -0.879
C 0.128 0.169 -1.280
H -0.501 -1.861 0.409
H 1.060 -1.828 -0.554
H 2.314 -0.832 1.370
H 0.699 -0.725 2.230
H -0.576 1.907 1.167
H -1.460 0.376 1.189
H -0.735 2.139 -1.232
H -1.995 0.863 -1.196
H 0.891 0.448 -1.996
H -0.348 -0.754 -1.677
```

Record 7
A single C6H10 molecule. Source: the Open Molecules 2025 dataset; level of theory: ωB97M-V/def2-TZVPD.

The value obtained for the energy relative to the best compared isomer or geometry (same formula, charge and spin) is 360.91 kJ/mol. The HOMO-LUMO gap (spin up / spin down) comes out at 0.2938 / 0.2708 hartree. As for the total energy: -234.46505 Ha.

Geometry as XYZ:
```
16
C6H10 (ωB97M-V/def2-TZVPD)
C 2.147 0.208 0.212
C 0.661 0.144 0.152
C -0.208 1.141 -0.380
C -1.544 0.627 -0.633
C -1.603 -0.707 0.083
C -0.120 -1.137 0.107
H 2.594 -0.273 -0.675
H 2.510 1.241 0.238
H 2.548 -0.315 1.089
H 0.160 2.101 -0.744
H -0.614 1.281 0.687
H -2.399 1.297 -0.666
H -1.988 -0.602 1.119
H -2.236 -1.450 -0.412
H 0.104 -1.587 -0.885
H 0.129 -1.879 0.874
```

Record 8
A single C6H10 molecule. Source: the Open Molecules 2025 dataset; level of theory: ωB97M-V/def2-TZVPD.

The value obtained for the energy relative to the best compared isomer or geometry (same formula, charge and spin) is 429.75 kJ/mol. The HOMO-LUMO gap comes out at 0.3056 hartree. As for the total energy: -234.43883 Ha.

Geometry as XYZ:
```
16
C6H10 (ωB97M-V/def2-TZVPD)
C -0.819 -1.239 0.821
C -1.748 1.049 -0.116
C -0.448 0.830 -0.748
C 0.933 1.197 -0.155
C 1.365 -0.280 -0.242
C -0.114 -0.702 -0.432
H -0.352 -0.860 1.736
H -0.813 -2.331 0.858
H -1.871 -0.928 0.819
H -1.549 1.378 0.931
H -0.496 0.959 -1.834
H 1.521 1.919 -0.729
H 0.843 1.552 0.878
H 1.877 -0.703 0.629
H 1.974 -0.480 -1.131
H -0.304 -1.360 -1.284
```

Record 9
A single C6H10 molecule. Source: the Open Molecules 2025 dataset; level of theory: ωB97M-V/def2-TZVPD.

The value obtained for the energy relative to the best compared isomer or geometry (same formula, charge and spin) is 178.78 kJ/mol. As for the SMILES: C1CC2(C1)CC2. The HOMO-LUMO gap comes out at 0.4033 hartree. As for the total energy: -234.53442 Ha.

Geometry as XYZ:
```
16
C6H10 (ωB97M-V/def2-TZVPD)
C -1.420 0.471 0.819
C -1.749 -0.110 -0.517
C -0.313 -0.065 -0.162
C 0.737 -1.197 -0.109
C 1.739 -0.103 0.315
C 0.847 0.906 -0.454
H -1.971 0.040 1.659
H -1.425 1.563 0.889
H -2.218 0.508 -1.266
H -2.136 -1.121 -0.402
H 1.014 -1.544 -1.123
H 0.563 -2.084 0.504
H 2.793 -0.196 0.033
H 1.649 0.053 1.392
H 1.167 0.959 -1.506
H 0.723 1.921 -0.071
```

Record 10
A single C6H10 molecule. Source: the Open Molecules 2025 dataset; level of theory: ωB97M-V/def2-TZVPD.

The value obtained for the energy relative to the best compared isomer or geometry (same formula, charge and spin) is 174.18 kJ/mol. As for the SMILES: CC[C@]12C[C@H]1C2. The HOMO-LUMO gap comes out at 0.3740 hartree. As for the total energy: -234.53617 Ha.

Geometry as XYZ:
```
16
C6H10 (ωB97M-V/def2-TZVPD)
C -0.680 -1.276 -1.527
C 0.075 0.280 0.258
C 0.243 -0.101 -1.179
C 0.847 1.002 1.279
C -0.519 1.488 0.904
C 0.502 -0.439 1.493
H -0.230 -2.220 -1.201
H -0.881 -1.346 -2.600
H -1.639 -1.181 -1.006
H 1.289 -0.376 -1.375
H 0.027 0.773 -1.806
H 1.805 1.502 1.256
H -1.346 1.395 1.614
H -0.565 2.381 0.279
H 1.305 -1.165 1.358
H -0.233 -0.717 2.254
```

Copy entry 8 word for word.
A single C6H10 molecule. Source: the Open Molecules 2025 dataset; level of theory: ωB97M-V/def2-TZVPD.

The value obtained for the energy relative to the best compared isomer or geometry (same formula, charge and spin) is 429.75 kJ/mol. The HOMO-LUMO gap comes out at 0.3056 hartree. As for the total energy: -234.43883 Ha.

Geometry as XYZ:
```
16
C6H10 (ωB97M-V/def2-TZVPD)
C -0.819 -1.239 0.821
C -1.748 1.049 -0.116
C -0.448 0.830 -0.748
C 0.933 1.197 -0.155
C 1.365 -0.280 -0.242
C -0.114 -0.702 -0.432
H -0.352 -0.860 1.736
H -0.813 -2.331 0.858
H -1.871 -0.928 0.819
H -1.549 1.378 0.931
H -0.496 0.959 -1.834
H 1.521 1.919 -0.729
H 0.843 1.552 0.878
H 1.877 -0.703 0.629
H 1.974 -0.480 -1.131
H -0.304 -1.360 -1.284
```

Question: Which formula does entry 3 have?
Answer: C6H10